Entry from the Open Molecules 2025 dataset: a cluster of 9 separate species, C71H86F11IN4O4P in total (ωB97M-V/def2-TZVPD).

* max |F|: 2.01 eV/Å
* charge: +1
* HOMO-LUMO gap: 7.2 eV
* energy: -5014.2825 Eh
* E_HOMO: -10.357 eV

Last column: Mulliken charge in e.
Cartesian coordinates (Å):
C: 6.79156 3.77548 -2.05844  0.75
H: 2.31701 1.14584 3.29564  0.33
H: 4.95976 -2.67640 1.08599  0.24
H: 6.70803 -0.05623 -0.95018  -0.63
C: -2.45164 -3.55965 -2.08267  0.24
H: 6.31751 5.35318 -6.60478  0.42
C: 5.43971 -5.72735 -0.59953  0.43
H: -6.77591 7.32103 -1.05171  0.42
C: -1.27549 -5.01548 -0.61415  -0.45
C: 5.22056 -8.01871 -0.03123  -0.30
P: 4.50837 0.02735 -2.63156  0.10
C: 3.32325 3.17338 -7.71448  -0.49
H: 10.56104 2.71779 -2.73396  0.42
C: -8.54161 -3.83861 0.47778  -0.60
H: 6.43159 -1.36644 0.17319  0.83
H: -9.79331 4.60757 2.43305  0.40
C: 6.94785 2.53701 2.13897  0.02
H: -6.04860 4.96779 -0.68890  0.45
H: -2.09579 -1.46428 0.83581  0.55
H: 7.99098 0.91822 0.65713  0.43
H: 7.57324 -0.35332 1.80916  0.37
C: -9.40906 7.90901 1.77412  -0.47
F: 5.37459 4.16878 2.86083  -0.27
C: -6.39747 6.73685 -1.88001  -0.22
H: 1.35503 2.23294 2.28500  0.19
H: -3.64342 -6.68486 -2.36001  0.36
H: -9.05174 8.83180 2.21048  0.43
C: -0.26849 0.20843 -0.39574  0.27
C: 6.30771 -0.29514 0.03074  -0.02
F: 5.21068 3.93839 -4.73922  0.08
C: -4.52288 -5.27276 8.41876  -0.23
H: -1.90140 -7.06709 -0.64894  0.41
H: -8.93811 -6.50608 2.79603  0.18
C: 4.81571 3.94411 -6.03742  0.40
H: 7.19092 4.87235 -0.20423  0.36
F: -9.96485 9.07146 -0.19071  -0.33
F: 7.10477 3.84982 4.07871  -0.31
H: 6.88305 4.11674 -3.08849  0.67
C: 4.01733 -0.90738 0.40841  -0.65
H: 5.57041 5.36459 -8.97990  0.38
C: -9.82809 5.53906 1.88477  -0.57
H: -10.69238 4.65822 0.12911  0.38
I: 1.98949 2.58216 -2.23386  0.13
H: 3.87146 -2.85918 -0.21802  0.14
C: -8.07986 -7.82899 5.80269  -0.70
O: 3.35455 1.97243 1.74765  -0.02
H: 2.48081 2.56639 -8.01694  0.39
H: -3.16045 2.81142 -1.69026  0.32
C: -1.51599 0.56873 0.39710  0.54
C: 7.15821 0.39815 1.13223  -0.83
H: 8.83220 3.70072 -1.47262  0.78
H: 8.52780 1.21806 -4.61731  0.43
F: -2.64294 -2.32147 -2.59390  -0.33
C: -3.29268 -5.81120 8.07197  -0.38
H: 3.25612 2.53859 -5.64656  0.34
H: 3.90933 3.31691 0.31479  0.43
H: -3.11207 1.95935 0.49315  0.44
C: -10.38808 6.76072 -0.11293  -0.40
H: -10.78418 6.80568 -1.11832  0.43
N: 5.89777 -0.00211 -3.33861  -0.60
H: -8.04168 -8.77422 6.32654  0.39
C: -3.58029 -3.05056 8.28056  -0.49
C: 2.33845 2.07827 2.73178  -0.81
C: 6.74465 5.05328 -1.18264  -1.88
C: -8.52872 -7.77825 4.49032  -0.41
C: -8.80954 -5.19991 0.47368  -0.44
C: 2.09752 0.39763 -0.27042  -1.77
F: -8.23293 -4.24407 3.82202  -0.25
H: 7.99927 2.46645 2.42893  0.58
C: 8.30874 2.12201 -4.04550  -1.75
F: -5.84053 -6.46590 -1.14068  -0.25
H: 6.85857 3.18115 1.26140  -0.44
N: 4.88327 0.06416 0.09006  0.74
C: 8.57517 1.87941 -2.56557  1.32
C: -6.43379 -4.24901 -0.61371  -0.08
C: 5.05791 4.74761 -8.25480  -0.44
C: 4.82504 -6.94175 -0.81176  -0.59
H: -1.20274 0.68213 1.44077  0.14
F: 5.53895 2.39259 4.06513  -0.27
C: -9.92168 7.91022 0.49212  0.37
C: 5.44468 3.03156 -1.96223  -1.61
H: 2.19570 -1.34260 0.88731  0.51
C: 3.74538 3.15225 -6.39243  -0.27
C: 3.03375 1.56956 -0.61184  0.19
H: 6.88724 -4.56905 0.46689  0.43
C: -2.05448 -6.07669 -1.05447  -0.72
H: 7.81277 2.53550 -0.66347  -0.64
C: -10.33489 5.56771 0.59261  -0.31
H: 7.26793 2.36283 -4.25936  0.23
C: -2.47789 1.98376 -1.52749  -1.32
C: -6.73031 -5.59612 -0.60673  0.38
H: -5.38040 -5.90039 8.61622  0.45
H: -5.78269 6.97687 -5.19927  0.37
O: 0.88937 0.80337 0.23201  0.00
H: 6.50614 -8.70748 1.53993  0.39
C: 3.11146 2.60475 0.52737  -1.33
C: -5.83742 6.54455 -4.20943  -0.25
H: -1.50745 -2.95289 7.76537  0.35
H: 5.11438 2.66743 -2.93557  0.44
H: 2.55899 2.89680 3.41886  0.26
H: -1.24740 -5.40362 7.57176  0.38
H: -0.31987 0.59028 -1.41699  0.25
H: -7.41627 -4.52560 6.25436  0.47
O: 6.37916 1.27883 1.90969  -0.36
N: 4.30389 -2.24983 0.45735  -0.25
H: -8.09092 -7.15887 -0.09344  0.44
F: -5.10375 3.42999 -2.53693  -0.32
H: -0.51457 -5.17846 0.13804  0.39
C: -2.20648 -4.97976 7.83645  -0.50
H: 8.19459 0.90305 -2.25783  -0.17
C: -2.52013 -0.58823 0.34140  -1.72
H: -5.49974 -3.90403 -1.03531  0.33
C: -4.64145 -3.90157 8.51332  0.26
H: 7.57042 -6.50340 1.87713  0.38
H: 4.70676 3.77414 -1.65249  0.31
H: 4.75765 -8.98390 -0.18287  0.37
C: -7.72609 -5.44520 5.77584  -0.65
H: -0.87318 -2.90473 -0.79838  0.10
N: 2.76209 -0.51948 0.70400  0.37
C: -9.36840 6.71008 2.47156  -0.29
C: 10.09386 1.81180 -2.33890  -1.76
H: -3.99943 -4.40615 -3.28401  0.48
H: -1.96824 4.01066 0.41224  0.54
H: -8.83832 -8.68517 3.98848  0.37
H: 5.73733 5.45096 -1.07068  0.40
C: 4.46404 1.04151 -1.01100  0.60
F: -5.83830 -3.37551 8.84344  -0.33
H: -2.79398 -0.83704 -0.68269  0.08
C: -5.50885 4.70765 -2.73964  0.59
H: 8.95715 2.91851 -4.41726  0.39
H: -2.97083 1.08446 -1.90031  0.35
C: -5.41999 5.23623 -4.01038  -0.57
C: -3.23928 -4.59525 -2.53791  -0.63
C: -7.68299 -6.66217 6.44049  -0.17
H: -0.99528 2.98865 1.43664  0.33
C: -3.03438 -5.86349 -2.01387  -0.23
H: 2.17298 3.16467 0.54247  0.53
C: 5.48575 4.74615 -6.93497  -0.57
C: -7.90138 -6.09405 -0.07429  -0.52
H: -1.58068 2.18628 -2.11881  0.19
H: 4.05874 -7.03764 -1.56871  0.45
H: 4.03073 -1.24124 -2.24304  0.03
C: -2.15359 1.90274 -0.03431  0.64
H: -7.14381 -2.30691 -0.06680  0.38
C: -8.58585 -6.56822 3.81345  -0.14
C: 6.42276 -5.53990 0.34874  -0.22
H: -7.33967 -6.69584 7.46535  0.35
C: -1.33835 3.11964 0.40664  -1.30
O: 5.45348 1.99772 -0.95615  1.15
C: -8.18053 -5.42518 4.47309  0.51
H: 6.25910 -0.94520 -3.42453  0.27
H: 10.33406 1.73936 -1.27597  0.37
H: 3.48515 0.57127 -3.40982  0.10
C: 6.20422 -7.86331 0.93625  -0.59
C: -5.99155 5.42715 -1.66660  -0.58
H: -6.64638 8.31504 -3.30968  0.39
H: -9.25406 -3.14853 0.90747  0.42
C: 6.22180 3.22524 3.29452  0.82
C: -2.35325 -3.60342 7.94347  -0.29
H: -3.41412 -0.30321 0.89525  0.46
H: 1.93307 -0.19074 -1.18318  0.83
H: 10.53880 0.96891 -2.86948  0.44
C: 6.80264 -6.62613 1.12573  -0.44
C: -1.47170 -3.74111 -1.12829  0.31
H: -9.73430 -5.56742 0.89751  0.46
H: -3.71978 -1.98166 8.36523  0.42
H: 3.64922 3.97768 -9.67457  0.38
C: 3.97881 3.96708 -8.64507  -0.61
H: -8.97714 6.69409 3.47987  0.38
H: -0.47313 3.28778 -0.23584  0.04
F: 5.05898 -4.66053 -1.35898  -0.31
H: -3.18481 -6.88396 7.98698  0.36
C: -6.32387 7.29571 -3.14840  -0.72
H: -5.03344 4.63261 -4.82013  0.43
H: 7.35689 5.82711 -1.64957  0.47
H: -0.14217 -0.87892 -0.41469  -0.58
C: 8.02377 2.98238 -1.63506  -0.70
C: -7.35603 -3.36763 -0.06659  -0.49


Entry from the Open Molecules 2025 dataset: a structure of composition C71H88BrFN10O3S3 (ωB97M-V/def2-TZVPD).

* max |F|: 4.13 eV/Å
* HOMO-LUMO gap: 6.9 eV
* energy: -7399.6821 Eh
* E_HOMO: -7.891 eV

Last column: Mulliken charge in e.
Cartesian coordinates (Å):
C: 4.31375 0.23445 -5.46564  -0.43
C: -3.71137 3.66123 1.71974  -0.17
H: 7.77319 3.86129 3.11428  0.23
C: -1.62995 -3.34234 2.35864  -0.16
C: -2.08804 -5.69635 0.08933  0.16
H: -2.96607 -5.58265 0.75967  0.21
H: 3.69836 2.44957 1.94832  0.52
C: -4.07333 -3.64109 -3.55378  -1.26
C: -3.06471 4.05973 -3.61031  -0.60
N: 8.21226 -3.90004 1.27295  0.01
C: -0.35641 -7.26645 -0.86355  0.89
H: -2.82722 0.87868 2.57803  0.25
H: 1.59277 0.36450 4.14667  0.28
C: -4.42025 2.27566 2.01112  -0.47
H: 6.43670 2.46470 -4.29707  0.40
C: -7.65126 -8.34839 -2.78471  -0.58
H: 0.07132 -9.38695 -0.29506  0.33
H: 8.95059 3.62032 5.31334  0.38
C: -2.15692 -3.09539 -0.66924  -0.15
H: -2.65971 3.61849 2.12822  0.25
C: -2.92631 -1.06606 0.50773  -1.66
H: 2.19693 0.57880 1.28316  0.25
C: 2.39193 -2.12997 0.11383  -0.23
C: 0.12214 -6.12106 -1.65629  -0.72
C: 0.87722 1.22342 5.94362  -0.53
H: -0.82527 -3.37274 1.59247  -0.21
H: -8.71833 -8.45842 -4.68744  0.40
H: -1.99485 -1.44652 3.58333  0.34
C: 7.31261 -4.36399 -0.69830  -0.68
C: -5.35277 9.74385 2.58032  -0.38
C: 1.86610 3.51468 -3.43929  -1.21
C: -4.18667 4.80516 -1.82721  -0.51
H: -8.55694 -5.48493 -1.53914  0.47
H: 6.12720 5.74212 3.02854  0.09
C: -3.11132 -3.18263 1.82795  -1.74
C: 6.74585 6.08550 5.14646  -0.48
O: -4.94943 0.19939 0.06897  -0.29
C: 1.51147 1.47052 7.13465  -0.52
C: 0.99386 4.50841 -3.80651  -0.27
C: -4.63957 9.26521 1.45159  -0.51
H: 3.63332 1.08822 7.73903  0.40
C: 2.85534 1.03991 6.99319  -0.72
H: -1.58854 -4.30102 2.95032  0.31
H: -1.88322 -7.91041 0.59651  0.31
C: -4.77702 -2.71597 -0.22255  -0.30
H: -9.67473 -6.02637 -3.95030  0.44
C: -5.10299 -3.97822 -1.09451  -0.49
C: 8.20936 4.37864 5.11875  -0.51
C: -5.31798 -3.92350 -2.64435  0.62
N: 1.78502 0.65544 5.09151  0.32
C: 8.16478 -4.83018 0.26975  -0.46
H: -4.28450 -3.92934 -4.62147  0.52
H: -7.39624 -3.18464 -2.30230  0.22
C: 5.41417 0.67389 -3.57093  -0.30
N: 4.43275 7.04279 0.53168  0.07
C: -0.48580 -4.81038 -1.57369  -0.60
C: 5.75870 1.64459 -4.47750  -0.90
C: 6.82323 -3.10576 -0.26053  -0.08
H: -3.57459 -2.43059 2.53330  0.65
H: -6.00851 -4.52777 -0.70598  0.37
H: -4.53028 2.23992 3.13327  0.31
H: -2.57551 1.49914 0.90612  0.44
N: -7.62250 -7.38310 -1.81404  0.06
H: -2.45118 -2.68493 -1.67879  0.34
O: -6.81610 -1.11296 -0.83481  -0.76
H: 3.54771 -3.67699 -2.90954  0.42
C: 1.40210 -1.21584 -0.45374  0.31
H: 0.99739 -6.22918 -2.34753  0.29
H: -5.46429 6.58273 2.95655  0.20
H: -2.62766 6.02648 -4.45616  0.44
H: 4.91919 7.55093 1.24972  0.19
C: 4.87430 -1.40575 2.54075  -0.62
N: 2.98859 3.62963 -4.21223  0.34
C: 4.04483 1.41155 2.14199  -0.99
C: 5.75396 -0.31212 2.93690  -0.73
H: -3.58841 3.75554 0.59220  0.02
H: -2.60164 -0.68379 -0.50609  0.59
C: 0.40636 -8.61915 -1.03237  -1.34
C: -4.04829 -0.19083 1.13442  0.52
C: 6.70886 5.50603 3.90519  -0.07
H: 6.03564 1.88348 3.00713  0.27
H: -4.55230 -0.61101 2.04445  0.15
C: -1.64229 -4.54954 -0.66622  0.01
H: 1.78575 2.73828 -2.69455  0.72
H: 3.75882 4.45289 -1.32921  0.55
C: -4.62806 7.89562 1.52690  -0.27
C: -8.48894 -7.91932 -3.78173  -0.39
H: 1.49172 -8.39543 -0.81095  0.32
H: -5.40764 2.19147 1.49735  0.35
H: 1.06074 1.91250 8.00952  0.40
H: -0.84592 -2.66808 4.37314  0.55
F: -4.37087 4.75502 2.31578  -0.26
H: 3.62052 4.93213 -5.77597  0.41
C: 7.69942 5.37016 5.91711  -0.45
C: 3.81412 5.41113 -0.83568  -0.14
C: -3.26342 -2.63982 0.35477  2.98
C: -3.36938 1.16232 1.62716  -1.01
H: 3.08803 8.56179 -0.12822  0.37
H: -4.18497 9.85762 0.67297  0.39
H: -2.63165 3.32034 -4.26483  0.44
C: 1.20971 -1.20722 -1.90930  -0.92
C: 2.99358 0.54466 5.72102  -0.21
H: -4.27260 -4.72796 -0.92166  -0.32
H: -3.99176 6.93097 -2.28958  0.47
H: -7.12145 -3.81164 -3.96302  0.40
H: -2.00476 -0.96382 1.15475  -0.31
H: -6.31115 8.57145 4.22282  0.37
H: 5.71690 0.51800 -2.54763  0.51
H: 0.37758 -8.96411 -2.09753  0.30
H: 6.74906 -0.57525 3.36185  0.44
C: -6.65232 -3.19405 -3.14138  -1.45
C: -8.43953 -6.34611 -2.17783  -0.56
C: 3.13849 -2.99909 -0.81492  -0.09
C: 5.33212 1.06685 2.72461  -0.43
S: 0.30474 -1.30680 2.75081  -0.18
H: 6.15534 6.92958 5.46633  0.40
H: 5.42721 5.16142 0.69076  0.44
H: 4.12527 -0.99393 -3.75235  0.25
N: -5.31134 7.52904 2.65372  0.08
N: 4.53956 -0.18293 -4.18159  0.18
C: 5.05905 1.36605 -5.67948  -0.53
H: 0.47894 -0.51172 -2.39360  0.50
H: -7.08550 -7.42905 -0.96574  0.22
C: 3.16954 0.30476 1.74511  0.12
H: 0.82149 -0.53008 0.19739  0.04
H: 3.84551 0.12285 5.21077  0.30
H: 7.06727 -4.87038 -1.61886  0.40
Br: -6.07559 -2.90902 1.33566  0.00
H: -7.07400 -9.25320 -2.68227  0.40
C: 3.02604 6.55722 -1.11200  -0.33
H: -0.13948 1.40094 5.63018  0.41
H: -4.74464 4.72172 -0.90861  0.61
H: -3.64244 -4.13971 2.04500  0.67
C: 3.42783 7.54605 -0.25094  -0.76
H: -5.56749 -5.00171 -2.90591  0.43
C: 1.61279 5.24754 -4.84600  -0.86
H: 7.28928 -2.01222 1.62793  0.54
C: 4.67071 5.73993 0.18448  -0.85
H: 0.02032 4.68386 -3.37726  0.62
C: -8.98889 -6.64817 -3.39660  -0.42
H: 1.20464 6.09940 -5.36760  0.40
H: 3.79939 3.03212 -4.15494  0.18
C: 7.39321 -2.84883 0.95947  -0.98
C: -3.79184 5.90251 -2.54705  -0.54
N: -3.74512 3.68684 -2.48342  0.13
H: 7.97948 5.56115 6.94104  0.40
O: -4.84048 -0.76891 -2.23919  -0.69
H: -3.20983 -4.29480 -3.22242  0.23
C: 1.62738 -2.49072 2.40466  0.16
C: 2.95058 -2.99101 -2.25570  -0.57
N: 7.59753 4.46641 3.89727  0.01
H: 8.74056 -5.73958 0.33100  0.40
C: -1.49180 -7.04559 0.01204  -1.22
H: -3.89714 2.73836 -2.18352  0.18
H: 5.09714 1.93156 -6.59748  0.44
H: 3.64486 -0.30821 -6.11427  0.40
H: -3.69272 -2.59121 -3.55139  0.12
H: -4.19506 7.15206 0.87715  0.37
C: -5.75202 8.64956 3.30422  -0.61
H: 6.13059 -2.46197 -0.78075  0.71
H: 3.89819 -3.70416 -0.38904  0.69
C: 2.84083 4.67921 -5.07531  -0.34
N: 2.76061 -2.24969 1.52216  0.52
H: -1.23563 -2.48190 -0.41583  -0.15
C: 3.56521 -1.09648 1.93402  0.30
C: -3.07930 5.42972 -3.67908  -0.60
S: 1.58904 -3.95912 3.17321  -0.10
S: -5.35933 -1.06953 -0.91620  1.50
H: -5.55031 10.77380 2.83353  0.39
H: 1.86313 -2.04155 -3.93060  0.52
H: -0.06875 -3.99108 -2.20020  0.38
H: 8.76261 -3.97757 2.11041  0.20
C: -1.19096 -2.20932 3.41338  -1.07
H: 2.25108 6.64587 -1.85750  0.46
C: 1.97486 -2.05656 -2.82208  -0.94
H: 5.15516 -2.48370 2.64805  0.57
H: -6.45797 -2.18978 -3.58719  0.37